74
Properties=species:S:1:pos:R:3:forces:R:3 method="wB97M-V/def2-TZVPD" e_homo_ev="-8.13 / -8.13" total_energy_ha=-3521.09102 e_above_lowest_kcal_mol=62.3
Pt -1.1026 -0.8406 0.8457 -0.19 0.01 0.49
S -2.8729 -1.5253 2.5570 -0.05 0.47 0.28
S -0.1512 2.5487 0.9895 0.14 0.08 -0.10
S -0.6673 -0.1856 3.0832 0.04 0.23 0.36
P 1.0021 -1.2936 0.1432 0.21 -0.17 -0.31
O -0.8486 3.3723 1.9289 -0.06 -0.06 -0.02
O 1.0825 1.9109 1.3611 -0.01 -0.02 0.08
N -1.7902 2.3780 5.8140 0.05 -0.03 0.02
N -1.1037 1.3142 0.4542 -0.64 -0.03 0.19
N -3.0643 2.6658 0.1273 -0.05 0.00 0.11
N -3.0754 0.2977 0.2326 0.00 0.04 -0.43
N -5.5376 0.2632 4.7138 0.01 -0.06 -0.02
N 1.0806 5.6222 -3.9332 0.00 0.03 -0.14
C -0.4287 5.1026 -2.1209 0.07 -0.03 -0.03
C 2.6741 -0.5417 2.1889 -0.04 -0.04 0.02
C -1.3626 -5.7027 0.2438 0.02 -0.04 -0.01
C 0.2028 3.4988 -0.4537 -0.06 -0.08 -0.04
C 1.7344 4.0514 -2.2187 -0.02 0.02 -0.03
C 4.7329 0.6581 1.9123 0.01 -0.01 0.07
C -4.3892 2.6272 0.0637 -0.03 -0.05 0.00
C -4.3999 0.2778 0.2112 0.02 0.07 -0.08
C -0.7254 4.3898 -0.9771 -0.04 0.14 0.07
C 1.4329 3.3383 -1.0742 0.11 -0.09 -0.01
C 0.5987 -0.0286 -2.2729 -0.01 -0.01 -0.02
C 2.3112 -5.1519 0.7001 0.07 -0.03 0.01
C 1.1069 -1.1773 -1.6675 0.19 0.13 0.13
C 1.7970 -1.9984 -3.8187 0.02 -0.02 -0.01
C 0.7023 0.1344 -3.6452 -0.01 0.03 0.03
C -2.4193 -3.5228 0.2833 0.14 0.24 0.02
C 1.2989 -0.8514 -4.4182 0.00 0.00 -0.03
C -2.4801 -4.9253 0.1385 -0.06 -0.08 0.01
C -5.1261 1.4523 0.1375 0.03 -0.05 0.01
C -2.4556 1.4951 0.2712 0.40 -0.25 -0.16
C 1.2102 -3.0385 0.5329 -0.10 0.07 -0.01
C -0.0496 -3.6804 0.4928 0.16 0.05 0.03
C -2.3234 -0.2479 3.5865 0.20 -0.21 -0.34
C -1.2233 -2.8770 0.4997 -0.29 -0.20 -0.04
C 1.1165 -5.8004 0.5525 -0.01 -0.08 0.00
C 4.5295 0.7063 0.5435 -0.05 0.00 -0.08
C 2.3770 -3.7414 0.6611 -0.17 0.05 -0.15
C 1.7128 -2.1598 -2.4437 -0.03 -0.03 0.01
C 3.3915 0.1362 -0.0128 0.02 0.03 0.06
C -2.3256 1.5694 5.1963 0.06 0.18 0.05
C 0.8042 4.9404 -2.7634 -0.05 -0.03 0.15
C 3.8065 0.0294 2.7361 0.05 0.06 -0.01
C -4.3992 0.3901 4.6051 -0.20 0.06 0.07
C -0.1025 -5.0896 0.4238 -0.02 0.18 0.05
C 2.4618 -0.4840 0.8133 0.00 0.00 -0.09
C -2.9954 0.5657 4.4417 0.15 -0.44 -0.14
H 2.2554 -2.7712 -4.4214 0.01 0.00 -0.01
H 3.3326 -3.2345 0.6980 0.02 0.03 0.01
H 2.1598 2.6617 -0.6421 -0.03 0.00 -0.01
H 3.9629 -0.0042 3.8058 0.00 0.00 0.01
H 1.9488 -1.0217 2.8358 0.04 -0.04 -0.03
H 3.2310 0.1836 -1.0824 -0.01 -0.02 0.00
H 2.7003 3.9273 -2.6934 0.01 0.00 -0.02
H -6.2045 1.4502 0.1279 -0.01 0.01 -0.01
H 2.1072 -3.0557 -1.9828 0.01 -0.02 0.03
H 1.3718 -0.7278 -5.4908 0.00 0.00 -0.01
H -4.8735 -0.6949 0.2611 -0.02 0.00 -0.03
H 5.2533 1.1925 -0.0978 0.00 0.00 0.01
H -1.1533 5.8008 -2.5217 -0.01 0.01 -0.02
H 1.0849 -6.8834 0.5447 0.01 -0.01 0.00
H 5.6161 1.1111 2.3430 0.00 0.00 0.00
H -4.8876 3.5847 -0.0437 0.00 0.00 0.00
H -1.6732 4.5234 -0.4775 0.00 -0.01 0.02
H 3.2242 -5.7207 0.8156 0.00 -0.02 0.01
H 0.1210 0.7353 -1.6716 -0.03 0.01 0.03
H 0.3119 1.0324 -4.1056 0.00 0.01 -0.01
H -3.4451 -5.3888 -0.0205 -0.01 -0.01 0.00
H -3.3470 -2.9632 0.2534 -0.01 0.00 -0.01
H 0.5324 6.4468 -4.1094 0.01 0.02 0.00
H -1.4282 -6.7819 0.1842 0.00 -0.01 -0.01
H 2.0513 5.7260 -4.1751 0.01 0.01 0.01